Record 1
8
Properties=species:S:1:pos:R:3:forces:R:3 method="wB97M-V/def2-TZVPD" total_energy_ha=-532.59205 relative_energy_kj_mol=236.75 lumo_ev=1.00 total_charge=0 smiles="OP=c1cc1"
O -1.987091 -0.554134 -1.002551 -0.447 -0.617 -0.033
P -0.625329 0.187486 -1.616343 0.734 0.425 0.725
C 0.322951 0.333611 -0.214170 -0.801 -0.707 -0.926
C 1.480369 0.677889 0.559290 -0.786 0.335 0.191
C 0.553306 -0.010558 1.167065 0.050 -0.774 0.200
H -2.361860 -1.264127 -1.559523 0.545 0.621 0.290
H 2.356950 1.260151 0.653546 0.767 0.182 -0.155
H 0.260704 -0.630319 2.012685 -0.062 0.535 -0.292

---

Record 2
8
Properties=species:S:1:pos:R:3:forces:R:3 method="wB97M-V/def2-TZVPD" total_energy_ha=-589.16288 relative_energy_kj_mol=146.28 lumo_ev=-6.57 total_charge=+1
C -0.078326 -0.015404 0.014180 -0.126 0.199 -0.099
C 0.936901 -1.009204 0.005467 1.194 0.179 -0.019
C 0.305869 1.244254 0.001846 4.167 -0.977 0.054
O 2.121518 1.107190 0.000340 -3.769 1.637 0.011
S 2.468361 -0.376553 -0.000668 -1.310 -1.325 -0.003
H -1.121495 -0.294975 0.005499 -0.188 0.069 0.032
H 0.732451 -2.065739 -0.010415 0.134 -0.230 0.032
H 0.080080 2.284367 0.003112 -0.102 0.448 -0.008

---

Record 3
8
Properties=species:S:1:pos:R:3:forces:R:3 method="wB97M-V/def2-TZVPD" total_energy_ha=-363.60514 relative_energy_kj_mol=80.56 lumo_ev=-0.69 total_charge=0
C -1.103199 -0.571474 -0.250951 -2.604 -1.874 -0.457
C -1.203905 -1.839721 -0.329281 2.498 2.856 0.453
H -1.749341 0.298299 -0.349030 0.613 -0.255 0.122
H -0.445050 -2.605782 -0.158242 -0.779 -0.265 -0.081
C 0.737449 0.550170 0.277007 0.130 -0.421 0.894
O 1.306082 1.373734 -0.474837 0.584 -0.376 -0.990
Tl 1.110170 3.175787 0.847954 -0.390 0.353 0.345
H 1.347793 -0.381011 0.437380 -0.051 -0.018 -0.286

---

Record 4
61
Properties=species:S:1:pos:R:3:forces:R:3 method="wB97M-V/def2-TZVPD" total_energy_ha=-1376.92868 relative_energy_kj_mol=0.00 lumo_ev=-2.36 total_charge=+1
N -0.934619 0.460091 -1.651562 -0.173 -1.161 1.013
C 0.502942 0.019886 -1.889810 -0.525 -0.090 0.036
C 0.520735 -1.478201 -2.105904 0.386 -0.166 0.156
C 1.335425 0.476039 -0.691596 1.488 -1.393 -0.117
N 2.650057 0.973773 -1.178883 0.184 0.329 0.997
H -1.083995 1.398288 -1.991199 -0.161 0.775 -0.114
H -1.172709 0.440940 -0.610080 0.224 0.213 -0.973
H -1.602271 -0.165413 -2.125020 0.085 0.157 0.146
H 0.830061 0.546808 -2.790392 -0.072 -0.075 0.172
H 0.144343 -2.029085 -1.252018 -0.247 0.065 0.288
H 1.543769 -1.828312 -2.209859 0.201 0.117 -0.071
H -0.016754 -1.817079 -2.981928 -0.228 0.172 -0.310
H 0.875384 1.265299 -0.155087 -0.563 0.969 0.303
H 1.416254 -0.364969 0.058792 0.028 0.659 -0.771
H 3.138547 1.432571 -0.386127 -0.440 -0.360 -0.527
H 3.276405 0.210860 -1.428945 -0.304 -0.156 -0.018
H -1.418755 -2.875141 1.189920 0.211 -0.043 0.014
H -0.002631 -3.482504 0.968350 0.064 0.111 0.060
O -0.585838 -3.075193 1.644029 -0.081 -0.098 0.099
H -1.634606 3.468013 -0.633967 -0.046 0.451 0.226
H -2.187593 4.223014 0.664016 0.118 0.216 -0.162
O -2.109837 3.374024 0.224329 -0.129 -0.245 -0.100
H 1.487309 -4.787271 -0.004225 0.340 -0.562 0.105
H 1.941167 -3.320167 -0.268397 0.261 -0.152 0.042
O 1.164067 -3.920415 -0.218253 -0.491 0.394 -0.225
H 0.628523 1.719891 2.759391 -1.327 -0.199 -0.882
H 1.298758 1.134310 3.990957 -0.027 0.268 -0.378
O 1.357758 1.852043 3.334199 1.040 -0.019 1.276
H -4.277884 -1.329602 -2.433055 -0.507 -0.204 -0.463
H -3.829245 -0.243595 -1.401156 0.095 -0.320 -0.252
O -3.574380 -1.095539 -1.840044 0.531 0.700 0.543
H -3.891175 0.786210 0.564745 -0.020 -0.132 0.316
H -3.503263 2.069301 -0.226958 0.018 -1.001 -0.086
O -3.582080 1.083850 -0.298436 -0.251 1.056 -0.352
H 4.141567 -2.802528 -0.361001 0.189 -0.043 0.093
H 3.296564 -1.864549 0.620524 0.322 -0.455 -0.552
O 3.324771 -2.304838 -0.305615 -0.386 0.545 0.321
H -3.496537 -0.593891 2.951663 -0.085 0.165 0.228
H -3.180730 -1.214838 1.590838 -0.033 -0.110 -0.243
O -3.303676 -0.357030 2.041345 -0.127 -0.050 0.265
H -1.461231 1.968366 1.052632 0.049 0.298 -0.129
H -1.920423 0.654466 1.663955 -0.510 -0.577 0.361
O -1.155094 1.069363 1.255741 1.022 0.082 -0.127
H -3.144434 -2.083543 -0.453797 -0.246 0.136 -0.637
H -3.476877 -3.304431 0.463609 0.312 0.566 -0.070
O -2.964299 -2.474753 0.411626 -0.369 -0.911 0.590
H 4.329605 1.821813 2.518704 1.292 0.726 0.795
H 2.819426 1.648985 2.481146 -0.106 0.030 0.112
O 3.651704 1.413612 2.023770 -0.967 -0.552 -1.069
H 0.170270 -0.292478 2.213146 -1.056 1.222 -1.157
H 0.218018 -1.799606 2.476175 -0.314 -0.056 -0.218
O 0.626721 -0.938121 2.702201 1.116 -1.136 1.389
H 2.097407 2.297697 -2.444785 0.977 -1.281 1.319
H 2.145738 3.322943 -3.523064 0.770 0.977 -0.975
O 1.544788 2.829483 -3.002378 -1.600 0.286 -0.248
H 2.322777 -1.254089 2.356021 -0.216 0.159 0.151
H 3.547415 -0.352766 2.080639 0.026 0.137 0.043
O 3.250879 -1.279331 2.067051 0.268 -0.296 -0.167
H 0.066792 3.322415 -2.426985 -0.727 0.040 0.193
H -1.238990 4.031755 -2.877431 -0.083 -0.286 0.323
O -0.916020 3.413167 -2.201552 0.805 0.107 -0.580

---

Record 5
63
Properties=species:S:1:pos:R:3:forces:R:3 method="wB97M-V/def2-TZVPD" total_energy_ha=-1493.67191 relative_energy_kj_mol=563.37 lumo_ev=0.12 total_charge=0
C -0.862339 -1.404361 -0.573104 0.628 2.945 -3.647
C -1.262120 -1.598899 0.805398 -0.498 -1.072 2.548
C -2.088657 -2.540051 1.309682 1.227 1.588 -0.078
H -0.165764 -2.149733 -1.055297 -0.093 0.807 1.089
H -1.659715 -1.384042 -1.412203 0.480 -0.070 1.966
H -0.443680 -0.267086 -0.591720 -0.513 -2.947 -0.397
H -0.777392 -0.901724 1.557466 -0.820 -0.956 -1.084
H -2.337338 -2.542005 2.340845 0.158 0.068 0.994
H -2.587141 -3.306830 0.795256 -0.658 -0.718 -1.296
H 1.434061 1.074069 -0.433974 0.155 0.090 -0.603
H 1.213290 1.518097 1.038021 -0.121 -0.234 -0.758
O 1.442143 0.740156 0.457200 0.108 0.277 0.949
H 2.492311 2.606455 -2.408125 0.145 0.480 0.096
H 3.754659 1.666390 -2.107800 1.972 0.158 1.228
O 2.946470 1.744763 -2.539870 -2.256 -0.196 -0.831
H 1.524372 -0.284110 1.866137 -0.186 -0.657 0.421
H 1.797333 -1.608108 2.551872 0.278 -2.023 -0.045
O 1.497736 -0.743254 2.748606 0.256 2.822 -1.177
H -2.450439 1.678203 -1.473131 3.012 0.453 -1.668
H -3.411885 0.513004 -1.197716 0.048 -2.455 -0.457
O -3.222373 1.402929 -1.085020 -2.955 2.137 2.085
H -0.381755 2.401697 2.207958 2.147 0.800 -0.698
H 1.136579 2.292725 2.830822 -0.722 1.277 -2.254
O 0.574077 2.712471 1.986010 -1.537 -1.652 2.846
H 0.674005 -3.737183 2.050303 -2.045 -1.381 -2.735
H 1.893238 -4.201636 2.868351 -1.958 1.722 -0.343
O 1.178927 -3.478504 2.763642 4.154 -0.423 3.209
H 0.711872 0.343011 -3.822985 -1.390 -1.487 -1.802
H -0.091574 -0.182733 -5.138536 1.088 -0.264 -1.391
O -0.164898 0.083342 -4.248292 -0.575 1.164 3.238
H -1.474414 2.981646 -3.527179 -3.575 1.806 -2.190
H -0.360577 1.851904 -3.850331 -2.061 2.007 1.751
O -0.765624 2.565529 -3.179430 5.037 -3.716 0.421
H 1.283398 4.132686 -1.426777 -0.519 0.359 0.423
H 0.695071 3.919119 -2.830136 -1.101 -0.386 -0.296
O 1.505097 3.999921 -2.350325 1.982 -0.132 -0.296
H -1.172478 -4.136732 -2.477596 -0.977 0.587 -0.180
H 0.202886 -4.446496 -2.744457 2.059 0.294 -1.676
O -0.445540 -4.621276 -2.118211 -0.471 -1.586 2.443
H -3.429657 -0.470246 1.977660 -3.225 -3.085 1.008
H -3.466063 1.230027 1.611135 1.081 -4.517 0.763
O -2.984465 0.274085 1.769880 2.021 7.970 -1.732
H -1.020667 -4.438471 0.684799 2.620 -2.051 0.711
H 0.203682 -5.126213 0.074602 1.214 -0.238 -2.873
O -0.211594 -5.083272 0.889338 -3.760 2.287 2.025
H 0.394666 -1.923731 4.599284 0.721 -1.089 -0.542
H 0.134570 -0.522943 4.014436 -0.194 -1.639 1.189
O -0.091458 -1.140069 4.768776 -0.940 2.471 -0.207
H 0.336588 5.616676 0.271196 0.039 -0.894 -1.122
H 0.240979 4.218184 0.701614 0.129 -0.836 -0.040
O 0.301577 4.708570 -0.130508 -0.217 1.700 1.607
H -0.547551 1.934789 4.581158 -1.253 -0.110 0.453
H -0.261333 3.232292 4.226098 2.167 2.694 -1.081
O -1.011748 2.796138 4.509966 -1.033 -2.596 0.765
H -1.202430 -2.011634 -3.216369 2.160 4.632 0.524
H -2.284690 -2.712738 -3.943722 -2.476 0.577 -2.200
O -1.596497 -2.793844 -3.359408 -0.166 -4.483 0.826
H 2.333935 0.791470 3.244120 -0.062 -0.893 0.948
H 2.238649 1.835063 4.504731 0.109 -0.719 1.258
O 2.319359 1.698738 3.579330 -0.014 1.360 -1.560
H 3.098481 -0.048430 -4.575073 3.166 -1.875 -0.418
H 2.390951 0.896842 -3.788992 0.359 0.718 0.321
O 2.282866 0.345356 -4.579408 -2.351 1.132 -0.425

---

Record 6
22
Properties=species:S:1:pos:R:3:forces:R:3 method="wB97M-V/def2-TZVPD" total_energy_ha=-6649.12995 relative_energy_kj_mol=143.61 lumo_ev=-9.75 total_charge=+2
Ag 1.297781 -1.333602 -3.052049 -0.374 -0.246 0.376
Ag -1.938129 -0.515114 -1.381406 -1.101 -0.636 0.334
Ag -0.185130 2.913379 1.065462 -0.049 -0.428 -0.083
Ag -0.023900 1.936833 -3.120081 -1.016 -0.232 0.313
Ag 3.086908 0.413308 -0.640355 -0.090 -0.343 1.076
C 0.306634 0.486894 -0.356944 -1.093 2.338 -0.837
O 0.447964 -0.549701 -0.977312 0.755 -4.840 -3.258
O -0.649484 1.284641 -0.640921 -2.065 1.651 -0.664
O 1.122009 0.864006 0.451671 4.058 2.043 3.771
B -2.142466 -0.138747 -4.038820 -2.908 -0.676 -2.692
F -0.836161 -0.591538 -3.670242 1.317 -0.025 0.068
F -2.473697 0.925262 -3.226992 0.911 2.165 1.090
F -2.216327 0.205293 -5.355555 1.048 0.285 0.065
F -3.105015 -1.079440 -3.768137 0.445 -1.138 0.793
Br -0.913044 -0.128571 4.932899 0.309 0.045 -0.289
C 0.220361 -0.881213 3.508880 -0.543 -0.022 0.433
C 1.620180 -0.301078 3.614416 -0.148 -0.095 0.176
Br 2.873226 -1.367172 2.537530 -0.086 0.398 -0.414
H -0.299288 -0.601487 2.592471 0.358 0.056 -0.067
H 0.110869 -1.960363 3.616332 0.487 0.144 0.109
H 2.093553 -0.327955 4.595893 -0.494 -0.249 0.037
H 1.603157 0.746364 3.313258 0.278 -0.197 -0.337

---

Record 7
11
Properties=species:S:1:pos:R:3:forces:R:3 method="wB97M-V/def2-TZVPD" total_energy_ha=-489.15668 relative_energy_kj_mol=394.09 lumo_ev="3.20 / 2.95" total_charge=-1 multiplicity=3
O -0.788673 -1.688735 0.708473 -0.449 1.160 0.618
C -0.294342 -0.778472 1.383975 3.314 -5.873 -3.024
C -0.793591 0.372976 1.850870 -2.632 4.641 0.750
H 0.868958 -0.120544 0.271480 0.640 0.352 -0.531
H -1.479198 0.340209 2.700129 0.326 0.303 -0.022
H -0.880310 1.142643 1.059908 -0.362 -0.123 0.490
O 1.176787 -0.766781 -1.955151 2.368 -0.343 1.365
C 1.106352 0.321992 -1.178929 -1.494 -0.247 -2.036
O -0.018435 0.998281 -1.458224 0.599 1.946 1.631
Ag -0.898545 -0.791109 -2.061919 -2.372 -1.484 -0.464
H 2.001002 0.969542 -1.320617 0.061 -0.331 1.223

---

Record 8
11
Properties=species:S:1:pos:R:3:forces:R:3 method="wB97M-V/def2-TZVPD" total_energy_ha=-488.57858 relative_energy_kj_mol=0.00 lumo_ev="-10.20 / -12.29" total_charge=+2 multiplicity=2
H 0.602301 3.131399 -2.017754 -0.328 -0.204 -0.603
O 0.606478 0.160239 -1.181926 0.370 0.469 -0.436
C 0.583439 -0.658109 -0.062882 0.258 -0.376 0.993
O -0.025574 -0.445163 0.944459 -0.441 0.146 -0.044
Ag -1.896380 -1.297206 2.760161 0.080 -0.054 0.086
O 1.323011 -1.683774 -0.246072 0.124 -0.265 -0.186
C 0.297890 1.405199 -1.101282 -1.364 -0.741 -0.426
H -0.019233 1.796845 -0.125421 0.357 -0.034 -0.114
H -0.883134 2.345410 -2.513889 -0.009 -0.035 -0.039
C 0.182809 2.137569 -2.324635 1.374 1.154 0.760
H 0.745452 1.710252 -3.157259 -0.422 -0.061 0.010

---

Record 9
10
Properties=species:S:1:pos:R:3:forces:R:3 method="wB97M-V/def2-TZVPD" total_energy_ha=-508.96482 relative_energy_kj_mol=922.37 lumo_ev="-6.20 / -6.98" total_charge=+1
C -1.814834 -0.379335 -0.461947 1.778 1.546 1.237
O 1.433379 -0.766759 -0.177044 -0.600 0.039 -0.590
C 1.206541 0.688442 -0.133239 1.276 0.764 0.147
C 0.057084 0.936203 -1.010718 -2.887 2.024 -3.563
O -1.010809 0.661871 -0.028269 -3.962 -3.856 -0.575
Al -0.157415 -0.638310 1.143138 1.062 -0.121 0.972
H 2.367530 -0.968481 -0.082754 0.456 -0.294 0.054
H 2.116860 1.230967 -0.408773 -0.161 0.013 0.682
H 0.297259 0.502871 -2.002437 -0.364 -2.691 0.740
H -0.943919 1.312733 -1.719932 3.403 2.575 0.895

---

Record 10
11
Properties=species:S:1:pos:R:3:forces:R:3 method="wB97M-V/def2-TZVPD" total_energy_ha=-584.58807 relative_energy_kj_mol=0.00 lumo_ev=-7.32 total_charge=+1
O 2.254801 0.448304 0.223692 -0.482 2.666 0.260
C 1.934592 -0.721549 0.471213 0.785 -4.209 -1.693
O 2.329382 -1.826459 0.283699 -1.875 3.027 1.362
C -1.006072 0.963563 -0.604795 -0.738 0.314 -0.560
C -0.915024 -0.379980 0.117399 -0.277 -1.745 0.364
O 0.222003 -0.386276 1.045581 0.785 1.745 -0.241
Al 0.606724 1.385513 0.393784 0.741 -2.847 0.280
H -0.901748 0.859418 -1.695795 0.289 0.353 0.385
H -1.956540 1.478078 -0.399190 0.548 0.042 0.013
H -0.766419 -1.229393 -0.571219 -0.109 0.453 0.082
H -1.801694 -0.591223 0.735626 0.332 0.200 -0.253

---

Record 11
9
Properties=species:S:1:pos:R:3:forces:R:3 method="wB97M-V/def2-TZVPD" total_energy_ha=-196.05142 relative_energy_kj_mol=198.62 lumo_ev="-0.52 / -2.78" total_charge=0 multiplicity=3
B -1.036981 1.657872 -0.174160 0.372 0.389 1.703
C 1.555034 -0.062071 -0.757061 0.051 0.013 -0.405
C -0.175694 -1.355737 0.719616 2.003 0.022 -2.582
C 0.334618 -0.427079 -0.106742 0.319 -0.210 1.045
N 2.522508 0.272342 -1.338873 -1.916 -0.623 1.201
H -1.469459 1.866303 -1.217176 -0.085 -0.356 -0.769
H -0.962984 1.785988 1.028904 0.086 -0.477 -0.899
H 0.373581 -2.325301 0.688866 -0.169 0.675 0.365
H -1.140619 -1.412315 1.156623 -0.661 0.566 0.341

---

Record 12
11
Properties=species:S:1:pos:R:3:forces:R:3 method="wB97M-V/def2-TZVPD" total_energy_ha=-346.67671 relative_energy_kj_mol=485.56 lumo_ev=-0.47 total_charge=0
B -1.158595 -1.055877 -0.837787 -2.184 2.103 3.301
C -3.032938 -0.110022 0.058689 2.142 -0.632 -0.491
C -0.055282 -0.111352 -0.445722 0.713 -2.229 1.921
C 2.044663 0.770367 0.378172 -1.079 -0.822 -1.302
N -3.719899 0.481812 0.786636 0.371 -0.470 -0.651
O -0.154002 -1.110059 0.430741 -0.253 2.110 -2.633
O 0.823539 0.791380 -0.491029 -0.041 1.087 -0.806
H -1.486450 -1.962710 -1.416928 -0.132 -0.929 -1.087
H 2.710308 0.137100 -0.250420 -0.115 0.347 1.240
H 1.612707 0.388215 1.278730 0.848 -0.598 0.833
H 2.415946 1.781150 0.508919 -0.270 0.031 -0.325